# 1
ORCA calculation (wB97M-V/def2-TZVPD) on a structure of composition C37H32BaN7O4P2 in a non-equilibrium geometry.

Positions of all 83 atoms, in Å:
1 Ba -1.701 -0.496 0.295
2 O 0.076 -0.475 1.993
3 P 1.525 -0.019 1.861
4 C 2.282 -0.851 0.408
5 P 1.685 -0.422 -1.270
6 O 0.163 -0.216 -1.242
7 C 2.108 -1.764 -2.351
8 C 3.298 -2.483 -2.238
9 C 3.586 -3.494 -3.140
10 C 2.683 -3.791 -4.153
11 C 1.494 -3.086 -4.263
12 C 1.199 -2.071 -3.364
13 C 2.540 1.052 -1.780
14 C 3.935 1.076 -1.862
15 C 4.586 2.224 -2.274
16 C 3.843 3.351 -2.614
17 C 2.460 3.327 -2.541
18 C 1.801 2.177 -2.123
19 C 2.536 -0.410 3.265
20 C 3.083 0.584 4.075
21 C 3.840 0.239 5.187
22 C 4.055 -1.095 5.492
23 C 3.505 -2.093 4.695
24 C 2.749 -1.755 3.588
25 C 1.622 1.732 1.511
26 C 2.842 2.365 1.264
27 C 2.893 3.712 0.955
28 C 1.718 4.450 0.886
29 C 0.499 3.833 1.116
30 C 0.445 2.479 1.424
31 H 2.109 -1.922 0.551
32 H 3.361 -0.670 0.463
33 H 4.009 -2.270 -1.447
34 H 4.508 -4.053 -3.053
35 H 2.904 -4.583 -4.856
36 H 0.789 -3.325 -5.048
37 H 0.265 -1.530 -3.450
38 H 4.523 0.197 -1.616
39 H 5.665 2.241 -2.341
40 H 4.351 4.249 -2.944
41 H 1.889 4.205 -2.813
42 H 0.720 2.161 -2.065
43 H 2.913 1.630 3.863
44 H 4.254 1.015 5.816
45 H 4.645 -1.361 6.359
46 H 3.662 -3.134 4.945
47 H 2.311 -2.551 2.997
48 H 3.776 1.815 1.306
49 H 3.846 4.187 0.764
50 H 1.754 5.504 0.642
51 H -0.419 4.400 1.039
52 H -0.548 2.059 1.564
53 N -4.161 2.203 3.698
54 C -3.504 2.190 2.544
55 N -3.190 0.953 2.204
56 C -3.726 0.232 3.239
57 N -4.319 0.941 4.167
58 C -3.746 -1.266 3.338
59 C -4.335 -1.882 4.439
60 N -4.418 -3.203 4.545
61 C -3.920 -3.907 3.531
62 C -3.332 -3.298 2.435
63 N -3.236 -1.975 2.338
64 H -4.542 2.984 4.203
65 H -3.304 3.089 1.980
66 H -4.745 -1.288 5.246
67 H -3.987 -4.987 3.583
68 H -2.943 -3.901 1.622
69 O -3.638 2.057 -1.649
70 N -3.390 0.957 -1.146
71 N -3.682 -0.139 -1.828
72 O -3.382 -1.340 -1.189
73 C -4.227 -0.235 -3.154
74 C -4.992 0.786 -3.710
75 C -5.505 0.598 -4.989
76 C -5.255 -0.570 -5.691
77 C -4.496 -1.577 -5.110
78 C -3.981 -1.423 -3.833
79 H -5.174 1.691 -3.162
80 H -6.107 1.377 -5.439
81 H -5.659 -0.704 -6.686
82 H -4.312 -2.496 -5.651
83 H -3.422 -2.206 -3.349

Summary:
- calculated total energy (Eh) = -2821.51867
- strongest force on any atom (eV Å⁻¹) = 2.47
- gap between HOMO and LUMO (eV) = 7.4
- net charge = +1

# 2
ORCA calculation (wB97M-V/def2-TZVPD) on a structure of composition C22H31F4IMnN2Si2.

Positions of all 63 atoms, in Å:
1 Mn 0.113 -0.775 -1.229
2 C -3.112 -1.373 -3.052
3 C -2.670 -2.405 -2.024
4 N -1.674 -2.015 -0.965
5 C -2.421 -1.472 0.192
6 C -3.174 -0.179 -0.054
7 C -1.051 -3.303 -0.539
8 C 0.080 -3.150 0.463
9 N 0.941 -2.092 -0.016
10 C 2.281 -2.101 0.210
11 C 3.074 -1.247 -0.568
12 F 2.415 -0.558 -1.549
13 C 4.430 -1.119 -0.428
14 F 5.093 -0.271 -1.225
15 C 5.113 -1.858 0.520
16 C 4.365 -2.723 1.296
17 F 4.975 -3.445 2.245
18 C 2.995 -2.854 1.156
19 F 2.338 -3.653 2.024
20 H -4.023 -1.749 -3.522
21 H -2.364 -1.229 -3.821
22 H -3.334 -0.400 -2.623
23 H -2.268 -3.266 -2.556
24 H -3.549 -2.767 -1.478
25 H -1.686 -1.316 0.973
26 H -3.111 -2.246 0.554
27 H -2.549 0.552 -0.569
28 H -3.469 0.248 0.906
29 H -4.078 -0.329 -0.640
30 H -0.633 -3.752 -1.442
31 H -1.829 -3.977 -0.158
32 H 0.592 -4.114 0.510
33 H -0.305 -2.966 1.479
34 H 6.180 -1.764 0.649
35 C 2.275 0.833 1.729
36 Si 0.444 0.735 1.314
37 C -0.355 -0.323 2.648
38 C -0.298 2.455 1.574
39 C -0.527 3.167 2.750
40 C -0.978 4.475 2.686
41 C -1.188 5.084 1.450
42 C -0.953 4.391 0.275
43 C -0.508 3.070 0.328
44 Si -0.003 1.902 -1.058
45 C 1.693 2.473 -1.645
46 C -1.279 2.401 -2.365
47 H 2.311 1.413 2.658
48 H 2.865 1.379 0.999
49 H 2.740 -0.130 1.933
50 H 0.071 0.085 3.573
51 H -0.144 -1.389 2.661
52 H -1.430 -0.150 2.697
53 H -0.362 2.703 3.718
54 H -1.169 5.033 3.594
55 H -1.538 6.108 1.413
56 H -1.122 4.883 -0.677
57 H 1.613 3.550 -1.816
58 H 1.992 1.991 -2.577
59 H 2.483 2.308 -0.919
60 H -1.027 3.445 -2.577
61 H -2.289 2.380 -1.949
62 H -1.273 1.843 -3.294
63 I 0.271 -0.451 -3.842

Summary:
- calculated total energy (Eh) = -3393.52480
- strongest force on any atom (eV Å⁻¹) = 0.79
- gap between HOMO and LUMO (alpha / beta) (eV) = 7.6 / 7.5
- multiplicity = 2

# 3
ORCA calculation (wB97M-V/def2-TZVPD) on a structure of composition C15H33BaN2O13 in a non-equilibrium geometry.

Positions of all 64 atoms, in Å:
1 Ba 0.046 0.574 0.024
2 O 1.667 4.736 5.640
3 C 0.736 3.863 5.663
4 O 0.245 3.652 6.770
5 O 0.348 3.207 4.662
6 H 1.515 4.683 6.586
7 O -2.539 -4.508 3.608
8 C -2.469 -3.304 4.061
9 O -2.598 -2.306 3.310
10 O -2.244 -3.122 5.218
11 H -2.554 -4.732 4.541
12 O 1.509 0.852 -6.616
13 C 1.215 0.446 -5.385
14 O 2.123 0.460 -4.533
15 O 0.083 0.251 -4.893
16 H 2.449 0.884 -6.422
17 C 2.201 -2.426 2.820
18 O 1.933 -2.571 1.410
19 C 2.317 -3.915 0.909
20 C 1.835 -4.171 -0.524
21 N 0.344 -4.126 -0.553
22 C -0.165 -4.620 -1.806
23 C -1.698 -4.456 -1.875
24 O -2.271 -5.438 -1.034
25 C -3.636 -5.287 -0.873
26 H 3.129 -2.779 3.269
27 H 1.498 -3.056 3.365
28 H 1.964 -1.403 3.113
29 H 1.874 -4.728 1.483
30 H 3.400 -4.002 1.001
31 H 2.153 -5.148 -0.889
32 H 2.352 -3.463 -1.172
33 H -0.047 -4.719 0.165
34 H 0.036 -5.686 -1.915
35 H 0.288 -4.108 -2.655
36 H -1.960 -4.686 -2.908
37 H -1.909 -3.408 -1.666
38 H -3.900 -5.899 -0.010
39 H -4.064 -5.713 -1.780
40 H -3.870 -4.236 -0.701
41 C 3.553 2.816 0.087
42 O 2.244 3.435 -0.080
43 C 2.299 4.724 -0.613
44 C 0.911 5.393 -0.635
45 N -0.072 4.538 -1.348
46 C -1.371 5.054 -1.065
47 C -2.469 4.097 -1.522
48 O -2.376 2.950 -0.739
49 C -3.394 1.923 -0.938
50 H 3.644 1.745 0.264
51 H 4.067 3.320 0.905
52 H 4.205 3.022 -0.762
53 H 2.807 4.624 -1.572
54 H 2.960 5.323 0.013
55 H 1.042 6.411 -1.002
56 H 0.527 5.491 0.380
57 H -0.005 4.731 -2.337
58 H -1.425 6.048 -1.508
59 H -1.479 5.152 0.015
60 H -2.359 3.823 -2.571
61 H -3.420 4.624 -1.448
62 H -4.348 2.429 -0.793
63 H -3.413 1.153 -0.166
64 H -3.462 1.584 -1.972

Summary:
- calculated total energy (Eh) = -1704.27941
- strongest force on any atom (eV Å⁻¹) = 8.17
- gap between HOMO and LUMO (eV) = 4.1
- net charge = -1

# 4
ORCA calculation (wB97M-V/def2-TZVPD) on a structure of composition FHO2PSc in a non-equilibrium geometry.

Positions of all 6 atoms, in Å:
1 P -0.923 0.805 -1.470
2 O 0.674 0.708 -2.004
3 O -0.670 0.500 0.086
4 F 0.018 -1.724 3.067
5 Sc -0.344 -0.663 1.592
6 H 1.245 0.374 -1.272

Summary:
- calculated total energy (Eh) = -1352.82502
- strongest force on any atom (eV Å⁻¹) = 4.91
- gap between HOMO and LUMO (alpha / beta) (eV) = 4.8 / 10.7
- multiplicity = 2
- net charge = +1